18
Properties=species:S:1:pos:R:3:forces:R:3 method="wB97M-V/def2-TZVPD" total_charge=0 energy_ha=-749.53758 homo_energy_ev=-8.80 smiles=N[C@@]12CC[C@@H](Cl)[C@@H]1C2 homo_lumo_gap_ev=9.83
N 1.903 -0.451 -1.139 0.118 -0.730 0.420
C 0.836 -0.183 -0.185 0.615 -0.383 0.323
C 0.470 1.270 0.074 -0.071 0.499 0.467
C -1.092 1.343 0.015 0.397 0.001 -0.370
C -1.555 -0.071 0.350 -0.293 -0.421 0.363
Cl -3.124 -0.521 -0.484 0.656 0.194 0.217
C -0.394 -0.979 -0.035 -1.078 -1.812 -1.181
C 0.674 -1.190 0.996 0.632 1.434 -0.290
H 2.201 -1.451 -1.110 -0.471 1.364 -0.321
H 1.734 -0.114 -2.093 -0.139 -0.455 0.620
H 0.924 1.928 -0.673 -0.096 -0.145 0.027
H 0.879 1.588 1.039 -0.162 0.065 -0.054
H -1.587 2.099 0.641 0.379 -0.166 -0.169
H -1.348 1.544 -1.032 -0.136 -0.016 0.219
H -1.789 -0.188 1.417 0.013 0.097 -0.288
H -0.596 -1.811 -0.739 0.001 0.619 0.535
H 1.371 -2.027 0.957 -0.524 -0.028 -0.056
H 0.495 -0.787 2.002 0.161 -0.117 -0.460